# 1
Entry from OMol25: C25H34N6O2PRuS2 as an isolated structure at a distorted geometry (ωB97M-V/def2-TZVPD).

Last column: Löwdin spin population.
Geometry (Å):
Ru -0.567 -0.175 0.099  0.594
N 2.310 -1.956 2.684  0.000
C 2.043 -0.973 1.832  0.001
N 0.771 -1.062 1.472  0.003
C 0.317 -2.155 2.159  0.000
N 1.222 -2.720 2.910  0.000
C -1.085 -2.552 2.060  0.000
C -1.618 -3.684 2.657  0.000
N -2.915 -3.953 2.577  -0.001
C -3.676 -3.096 1.901  0.001
C -3.143 -1.985 1.262  0.003
N -1.841 -1.711 1.347  0.020
H 3.174 -2.157 3.168  0.000
H 2.753 -0.230 1.505  0.000
H -0.984 -4.379 3.193  0.000
H -4.738 -3.301 1.859  0.000
H -3.762 -1.319 0.676  0.000
O 1.329 5.557 6.109  0.000
C 0.388 5.617 5.152  0.002
O -0.454 6.462 5.164  0.005
C 0.427 4.575 4.057  0.022
C -0.765 4.358 3.371  -0.004
C -0.804 3.470 2.316  0.021
C 0.365 2.810 1.916  0.034
S 0.398 1.883 0.438  0.273
C 1.557 3.015 2.613  0.023
C 1.582 3.897 3.681  -0.002
H 1.912 4.796 6.011  0.000
H -1.642 4.913 3.674  -0.001
H -1.726 3.298 1.776  0.001
H 2.457 2.505 2.299  0.001
H 2.525 4.078 4.182  0.000
C 0.250 1.538 -3.055  0.001
C 0.322 0.024 -3.299  0.004
C 1.341 -0.277 -4.406  0.001
P 0.574 -0.945 -1.754  -0.011
C 2.357 -1.168 -1.365  -0.002
C 3.152 -2.133 -2.252  -0.001
C 3.066 0.187 -1.266  0.001
C -0.181 -2.604 -2.024  -0.005
C 0.160 -3.286 -3.354  -0.002
C -1.708 -2.501 -1.918  -0.001
H -0.256 2.020 -3.893  0.000
H 1.251 1.966 -2.988  0.000
H -0.280 1.803 -2.145  0.003
H -0.663 -0.326 -3.633  0.000
H 2.303 0.183 -4.185  0.000
H 0.979 0.158 -5.339  0.000
H 1.493 -1.338 -4.579  0.000
H 2.306 -1.610 -0.372  0.000
H 3.216 -1.794 -3.282  0.000
H 2.751 -3.144 -2.233  0.000
H 4.171 -2.184 -1.865  0.000
H 3.292 0.581 -2.257  0.000
H 4.021 0.060 -0.751  0.000
H 2.486 0.934 -0.727  0.000
H 0.198 -3.202 -1.186  0.000
H -0.252 -2.727 -4.195  0.000
H -0.301 -4.274 -3.364  0.000
H 1.225 -3.421 -3.516  0.000
H -2.121 -1.985 -2.787  0.000
H -2.047 -1.975 -1.031  -0.001
H -2.147 -3.500 -1.894  0.000
S -4.080 1.909 -1.938  0.001
C -4.182 2.026 -0.240  0.003
C -3.197 1.303 0.339  0.000
N -2.368 0.656 -0.556  0.006
C -2.730 0.911 -1.797  0.005
H -4.958 2.598 0.242  0.000
H -3.034 1.191 1.401  0.000
H -2.221 0.516 -2.659  0.000

multiplicity = 2
⟨S²⟩ = 0.78
Kohn-Sham gap (spin up / spin down) = 6.72 / 6.37 eV
HOMO energy (spin up / spin down) = -14.072 / -14.134 eV
total charge = +2
E_tot = -73040.2558 eV

# 2
Entry from OMol25: C18H21N5O2V as an isolated structure at a distorted geometry (ωB97M-V/def2-TZVPD).

Last column: Löwdin spin population.
Geometry (Å):
N -1.228 -3.636 -0.794  0.000
C -1.026 -4.101 -1.842  0.000
C -0.789 -4.726 -3.131  0.000
H -0.643 -5.808 -3.002  0.000
H 0.108 -4.295 -3.594  0.000
H -1.650 -4.552 -3.793  0.000
N -0.166 3.670 -1.652  -0.011
C 0.712 4.290 -2.133  -0.007
C 1.746 5.122 -2.744  -0.001
H 2.397 4.518 -3.400  0.000
H 2.384 5.562 -1.959  0.000
H 1.281 5.945 -3.329  -0.001
N 0.533 -1.321 3.948  0.006
C 0.763 -0.649 4.870  0.002
C 1.058 0.157 6.045  0.001
H 0.406 1.041 6.098  0.001
H 2.107 0.485 6.026  -0.001
H 0.902 -0.447 6.949  0.000
V 0.719 0.978 -0.510  0.924
C 0.296 2.544 0.672  -0.002
O 0.017 3.439 1.361  0.018
C -0.298 1.134 -2.222  0.004
O -0.938 1.169 -3.193  0.027
C 1.746 -0.447 -1.598  0.007
C 1.266 -1.009 -0.416  0.000
C 1.566 -0.408 0.802  0.007
C 2.286 0.780 0.825  0.011
C 2.724 1.378 -0.360  0.003
C 2.443 0.766 -1.576  -0.006
H 1.557 -0.964 -2.532  0.001
H 0.704 -1.941 -0.440  0.001
H 1.190 -0.851 1.732  0.000
H 2.495 1.236 1.789  0.002
H 3.272 2.318 -0.325  0.001
H 2.775 1.211 -2.507  0.001
C -3.879 -2.125 -0.098  0.001
N -2.855 -1.205 0.342  0.024
C -2.625 -0.753 1.641  -0.019
C -1.598 0.141 1.574  0.105
N -1.211 0.254 0.242  -0.105
C -1.978 -0.586 -0.471  0.003
H -3.749 -3.094 0.384  0.002
H -4.861 -1.718 0.152  0.000
H -3.784 -2.243 -1.178  0.000
H -3.141 -1.139 2.512  -0.001
H -1.091 0.667 2.381  0.002
H -1.944 -0.789 -1.546  -0.001

multiplicity = 2
⟨S²⟩ = 0.90
Kohn-Sham gap (spin up / spin down) = 3.14 / 3.20 eV
HOMO energy (spin up / spin down) = -21.927 / -21.910 eV
total charge = +4
energy relative to the best compared isomer or geometry (same formula, charge and spin) = 374.3 kJ/mol
E_tot = -56188.6109 eV

# 3
Entry from OMol25: the molecule C19H22ClN3O3S at a distorted geometry (ωB97M-V/def2-TZVPD).

Last column: natural (NBO) charge in e.
Geometry (Å):
C -1.703 -4.069 1.521  -0.653
C -0.586 -3.281 0.920  0.075
C 0.742 -3.539 1.245  -0.225
C 1.778 -2.797 0.702  -0.167
C 1.482 -1.792 -0.197  -0.331
S 2.787 -0.754 -0.860  2.312
O 2.221 0.021 -1.932  -0.952
O 3.945 -1.540 -1.152  -0.929
N 3.165 0.176 0.494  -0.664
C 4.285 1.078 0.272  -0.234
C 3.885 2.332 -0.509  -0.425
C 2.687 3.024 0.142  -0.390
C 1.541 2.020 0.262  -0.359
C 0.281 2.609 0.882  0.695
O 0.218 3.692 1.420  -0.618
N -0.778 1.772 0.785  -0.622
C -2.097 2.090 1.284  -0.243
C -3.160 1.613 0.338  -0.080
C -4.320 0.998 0.794  -0.160
C -5.256 0.553 -0.125  -0.255
C -4.990 0.732 -1.474  0.027
N -3.892 1.316 -1.921  -0.407
C -3.008 1.746 -1.041  0.034
C 2.039 0.840 1.109  -0.217
C 0.177 -1.523 -0.564  -0.226
C -0.850 -2.258 0.005  -0.065
Cl -2.484 -1.873 -0.420  0.020
H -2.268 -4.573 0.739  0.234
H -2.391 -3.406 2.044  0.231
H -1.324 -4.810 2.218  0.220
H 0.963 -4.333 1.943  0.222
H 2.808 -2.985 0.956  0.244
H 5.039 0.505 -0.270  0.234
H 4.682 1.349 1.255  0.202
H 4.736 3.012 -0.555  0.217
H 3.619 2.040 -1.527  0.221
H 2.372 3.879 -0.457  0.225
H 2.949 3.393 1.136  0.209
H 1.296 1.644 -0.737  0.246
H -0.674 0.885 0.316  0.398
H -2.250 1.639 2.274  0.195
H -2.133 3.179 1.402  0.247
H -4.484 0.869 1.855  0.214
H -6.165 0.070 0.199  0.221
H -5.683 0.394 -2.233  0.195
H -2.128 2.222 -1.455  0.198
H 1.259 0.094 1.270  0.215
H 2.367 1.206 2.088  0.215
H -0.015 -0.756 -1.299  0.257

structure (SMILES) = Cc1ccc(S(=O)(=O)N2CCC[C@H](C(=O)NCc3cccnc3)C2)cc1Cl
Kohn-Sham gap = 9.68 eV
HOMO energy = -9.394 eV
energy relative to the best compared isomer or geometry (same formula, charge and spin) = 21.0 kJ/mol
E_tot = -54031.1834 eV

# 4
Entry from OMol25: the molecule C2H3Cl2PS at a distorted geometry (ωB97M-V/def2-TZVPD).

Last column: natural (NBO) charge in e.
Geometry (Å):
Cl -2.979 -1.281 -0.248  -0.252
P -1.702 0.198 -0.658  0.801
Cl -2.249 1.496 0.718  -0.249
C 0.228 -0.496 -0.056  -0.445
C 1.333 0.387 0.116  -0.492
S 1.681 -1.087 1.322  0.002
H 0.458 -1.044 -0.955  0.199
H 1.919 0.490 -0.821  0.213
H 1.311 1.337 0.582  0.222

structure (SMILES) = ClP(Cl)[C@H]1CS1
Kohn-Sham gap = 8.44 eV
HOMO energy = -9.002 eV
energy relative to the best compared isomer or geometry (same formula, charge and spin) = 229.2 kJ/mol
E_tot = -47290.1260 eV

# 5
Entry from OMol25: a 2-piece molecular cluster, C3H11N2 overall at a distorted geometry (ωB97M-V/def2-TZVPD).

Last column: natural (NBO) charge in e.
Geometry (Å):
C 1.124 0.486 2.057  0.160
N 0.813 1.509 1.365  -0.577
H 0.408 -0.387 2.042  0.244
H 2.025 0.321 2.628  0.240
H 1.433 2.233 1.029  0.450
H -0.190 1.608 1.131  0.466
C 0.547 -0.086 -1.315  -0.423
N -0.829 0.040 -0.745  -0.698
C -1.574 -1.232 -0.706  -0.425
H 1.325 0.120 -0.595  0.148
H 0.767 -1.097 -1.631  0.213
H 0.703 0.561 -2.192  0.216
H -1.388 0.755 -1.180  0.380
H -0.877 -2.092 -0.829  0.200
H -2.434 -1.262 -1.381  0.217
H -1.853 -1.479 0.321  0.187

Kohn-Sham gap = 7.08 eV
HOMO energy = -12.784 eV
total charge = +1
energy relative to the best compared isomer or geometry (same formula, charge and spin) = 246.4 kJ/mol
E_tot = -6261.0281 eV

# 6
Entry from OMol25: an isolated ion of composition C10H8IO2 and charge -1 at a distorted geometry (ωB97M-V/def2-TZVPD).

Last column: Löwdin spin population.
Geometry (Å):
C 3.069 1.085 0.072  0.057
C 2.836 -0.209 0.322  -0.002
C 2.026 1.852 -0.224  -0.006
C 1.494 -0.709 0.347  0.097
C 0.690 1.391 -0.415  0.086
C 0.288 0.122 -0.090  0.084
C -1.045 -0.410 -0.128  0.547
C -2.180 0.400 0.439  0.657
C -3.542 -0.389 0.515  0.034
C -1.300 -1.613 -0.881  0.094
O -3.804 -0.445 1.725  0.157
O -3.979 -0.955 -0.485  0.012
I -1.823 1.918 1.839  0.120
H 4.071 1.440 0.271  0.005
H 3.660 -0.818 0.693  -0.001
H 2.236 2.842 -0.465  -0.002
H 1.350 -1.816 0.706  0.002
H 0.085 2.096 -0.932  0.004
H -2.136 -2.265 -0.498  0.012
H -0.403 -2.178 -0.907  0.003
H -1.593 -1.340 -1.903  0.038

multiplicity = 3
⟨S²⟩ = 2.02
Kohn-Sham gap (spin up / spin down) = 5.07 / 6.48 eV
HOMO energy (spin up / spin down) = -2.169 / -4.618 eV
total charge = -1
E_tot = -22692.6196 eV

# 7
Entry from OMol25: a 13-piece molecular cluster, C39H75Cl24O5P2 overall at a distorted geometry (ωB97M-V/def2-TZVPD).

Last column: Löwdin charge in e.
Geometry (Å):
C -4.660 -2.485 -2.822  -0.098
C -4.569 -1.757 -1.447  -0.265
C -3.485 -0.681 -1.421  -0.228
C -3.558 0.108 -0.090  -0.196
C -3.129 -0.825 1.072  -0.206
C -2.796 0.025 2.315  -0.219
C -2.030 -0.739 3.408  -0.248
C -0.906 -1.629 2.838  -0.207
C -1.334 -3.109 2.727  -0.205
C -0.367 -3.919 1.836  -0.179
C -1.131 -4.588 0.663  -0.186
C -0.258 -4.824 -0.589  -0.220
C -0.975 -4.271 -1.844  -0.195
C -0.013 -3.876 -2.983  -0.206
C -0.303 -2.439 -3.522  -0.257
C 0.957 -1.553 -3.633  -0.365
P 0.971 -0.070 -2.387  0.434
C 1.085 -1.295 -0.900  -0.301
C 1.969 -0.914 0.306  -0.239
C 2.928 -2.080 0.743  -0.108
C 4.132 -1.438 1.412  -0.494
O 5.223 -1.280 0.912  0.104
O 3.893 -0.989 2.705  0.060
C 0.782 1.493 -1.234  -0.323
O 1.995 2.277 -1.054  -0.186
C 1.833 3.146 -0.004  -0.318
C 1.487 4.441 -0.305  -0.016
C 1.280 5.347 0.700  -0.101
C 1.424 4.950 2.002  -0.130
C 1.802 3.675 2.312  -0.097
C 2.009 2.771 1.299  -0.015
P 3.235 0.102 -2.590  0.799
O 4.011 -1.392 -2.283  -0.370
O 3.605 0.682 -4.129  -0.390
H -5.693 -2.692 -3.102  0.058
H -4.114 -3.426 -2.739  0.056
H -4.162 -1.861 -3.566  0.065
H -4.422 -2.524 -0.683  0.091
H -5.545 -1.296 -1.250  0.101
H -3.649 -0.018 -2.276  0.110
H -2.482 -1.111 -1.500  0.068
H -4.600 0.415 0.060  0.107
H -2.919 0.993 -0.132  0.104
H -2.254 -1.364 0.701  0.092
H -3.970 -1.490 1.280  0.110
H -2.245 0.907 1.978  0.104
H -3.748 0.355 2.744  0.092
H -1.540 -0.049 4.110  0.043
H -2.737 -1.364 3.959  0.060
H -0.046 -1.580 3.517  0.110
H -0.560 -1.269 1.865  0.081
H -1.351 -3.523 3.742  0.098
H -2.359 -3.121 2.342  0.091
H 0.045 -4.717 2.462  0.106
H 0.456 -3.296 1.480  0.076
H -1.490 -5.553 1.038  0.106
H -2.017 -3.986 0.447  0.087
H 0.758 -4.454 -0.466  0.047
H -0.176 -5.907 -0.715  0.057
H -1.648 -5.053 -2.215  0.107
H -1.609 -3.433 -1.540  0.076
H -0.099 -4.584 -3.814  0.098
H 1.025 -3.934 -2.647  0.056
H -0.718 -2.572 -4.528  0.092
H -1.092 -2.006 -2.900  0.048
H 0.977 -1.124 -4.642  0.058
H 1.835 -2.207 -3.549  0.047
H 0.849 0.855 -3.524  -0.022
H -0.503 -0.116 -2.339  -0.002
H 1.408 -2.266 -1.284  0.048
H 0.055 -1.444 -0.547  0.064
H 1.305 -0.767 1.171  0.075
H 2.595 -0.028 0.184  0.075
H 3.248 -2.688 -0.098  0.093
H 2.453 -2.696 1.514  0.100
H 2.979 -0.676 2.753  0.086
H 0.090 2.149 -1.786  0.067
H 0.293 1.259 -0.277  0.079
H 1.354 4.727 -1.341  0.122
H 0.994 6.367 0.470  0.100
H 1.240 5.639 2.820  0.096
H 1.923 3.361 3.341  0.102
H 2.307 1.767 1.576  0.107
H 4.271 -1.762 -3.143  0.027
H 4.555 0.835 -4.139  -0.011
C 4.742 1.169 -7.593  -1.047
Cl 4.812 0.059 -8.971  0.495
Cl 6.272 1.201 -6.704  0.484
H 4.532 2.166 -7.959  -0.041
H 3.957 0.843 -6.917  0.018
C -3.509 1.140 6.116  -1.011
Cl -5.237 1.249 5.750  0.506
Cl -2.539 2.017 4.929  0.563
H -3.331 1.571 7.093  -0.043
H -3.220 0.092 6.116  -0.064
C 4.692 5.451 -6.752  -0.996
Cl 4.713 4.960 -8.457  0.517
Cl 4.636 4.059 -5.677  0.550
H 5.591 6.020 -6.545  0.025
H 3.814 6.063 -6.579  0.026
C 1.920 6.076 -10.978  -1.032
Cl 1.381 5.620 -12.599  0.499
Cl 0.553 6.344 -9.890  0.506
H 2.536 5.280 -10.577  -0.006
H 2.495 6.993 -11.046  0.024
C 2.689 -7.282 -2.068  -0.990
Cl 1.443 -8.191 -1.200  0.518
Cl 3.001 -5.705 -1.339  0.573
H 3.606 -7.861 -2.047  0.001
H 2.362 -7.134 -3.091  0.030
C -2.211 4.696 8.311  -1.051
Cl -3.103 4.933 6.802  0.521
Cl -2.657 3.189 9.123  0.513
H -1.153 4.670 8.085  0.000
H -2.432 5.522 8.978  -0.009
C -4.084 -3.616 6.009  -1.003
Cl -2.996 -2.315 6.504  0.573
Cl -5.687 -3.440 6.731  0.510
H -4.182 -3.591 4.928  0.025
H -3.660 -4.562 6.325  0.026
C 0.815 3.403 11.171  -0.988
Cl -0.045 4.852 10.627  0.519
Cl -0.244 1.992 11.207  0.502
H 1.636 3.207 10.490  0.029
H 1.193 3.581 12.170  0.024
C -0.796 8.265 12.549  -1.022
Cl -1.358 7.699 10.974  0.488
Cl -2.136 8.785 13.576  0.506
H -0.273 7.453 13.042  0.022
H -0.127 9.104 12.398  0.026
C -0.806 3.010 -8.201  -1.072
Cl -0.714 1.945 -9.614  0.492
Cl 0.715 3.049 -7.307  0.499
H -1.038 4.014 -8.539  -0.002
H -1.585 2.645 -7.536  -0.087
C 3.692 -10.007 1.030  -1.032
Cl 3.815 -10.571 -0.640  0.495
Cl 3.597 -11.355 2.171  0.497
H 4.569 -9.415 1.262  0.029
H 2.796 -9.403 1.125  -0.001
C -3.685 3.982 -5.074  -1.002
Cl -3.613 2.947 -6.510  0.563
Cl -2.142 4.013 -4.223  0.525
H -3.936 4.989 -5.387  0.023
H -4.447 3.595 -4.407  0.024

Kohn-Sham gap = 4.22 eV
HOMO energy = -2.879 eV
total charge = -1
E_tot = -371011.1255 eV

# 8
Entry from OMol25: a 2-piece molecular cluster, O4PS overall at a distorted geometry (ωB97M-V/def2-TZVPD).

Last column: natural (NBO) charge in e.
Geometry (Å):
O -1.532 1.940 0.509  -0.906
O 1.279 -2.729 0.533  -1.120
O 0.543 -0.447 0.806  -1.132
O 0.167 1.820 -1.282  -0.904
P 0.386 -1.724 -0.066  1.385
S -0.843 1.140 -0.500  1.679

Kohn-Sham gap = 8.58 eV
HOMO energy = -5.059 eV
total charge = -1
energy relative to the best compared isomer or geometry (same formula, charge and spin) = 21.2 kJ/mol
E_tot = -28316.8742 eV